(1)
18
Properties=species:S:1:pos:R:3:nbo_charge:R:1 method="wB97M-V/def2-TZVPD" total_energy_ev=-8435.741 relative_energy_kcal_mol=40.9 multiplicity=1 max_force_ha_per_bohr=0.131 smiles="C=C(C)C.O.O" charge=0
C 0.640 -0.737 -0.619 -0.4726
C -0.394 -1.171 0.256 0.0394
C -1.561 -0.351 0.557 -0.6674
C -0.175 -2.398 1.034 -0.6532
H 1.640 -1.251 -0.797 0.2236
H 0.318 0.286 -0.988 0.1805
H -2.012 0.068 -0.339 0.2350
H -1.312 0.554 1.287 0.2213
H -2.233 -0.879 1.215 0.2234
H 0.633 -3.156 0.718 0.2340
H -1.268 -2.788 1.106 0.2075
H 0.063 -2.044 2.029 0.2259
O 0.159 3.233 -2.780 -0.9438
H -0.281 2.418 -2.626 0.4697
H 0.137 3.464 -3.704 0.4746
O 2.058 1.709 1.580 -0.9322
H 2.448 1.225 0.825 0.4689
H 1.138 1.817 1.245 0.4655

***

(2)
89
Properties=species:S:1:pos:R:3:mulliken_charge:R:1 method="wB97M-V/def2-TZVPD" total_energy_ev=-198866.183 multiplicity=1 max_force_ha_per_bohr=0.080 charge=+2
N 1.597 -6.071 -1.341 -0.5044
C 0.288 -5.856 -1.538 -0.5801
C -0.184 -4.915 -2.462 -0.2948
C 0.758 -4.220 -3.244 0.5090
C 2.128 -4.498 -3.065 -0.2139
C 2.493 -5.465 -2.126 -0.6524
C 0.320 -3.095 -4.008 -0.3867
Mg 0.689 1.578 -1.594 0.8171
P -0.236 3.455 0.833 0.5009
C 1.168 -2.135 -4.479 -0.9352
C 0.849 -0.748 -4.140 0.6958
C 1.851 0.241 -4.159 -0.2939
C 1.564 1.557 -3.765 -0.9113
C 0.213 1.849 -3.557 0.2188
C -0.761 0.875 -3.276 -0.9310
C -0.417 -0.443 -3.594 -0.0854
Br -0.208 3.805 -2.744 -0.0685
H -0.754 -3.019 -4.213 0.9069
H 2.117 -2.329 -4.988 0.6313
H -1.249 -4.669 -2.524 0.3915
H 2.895 -3.916 -3.573 0.2996
H -0.413 -6.405 -0.903 0.4510
H 3.542 -5.703 -1.961 0.4020
H 2.860 -0.061 -4.459 0.4764
H -1.125 -1.241 -3.379 0.2511
H 2.311 2.346 -3.701 0.6968
H -1.736 1.160 -2.870 0.4323
P 1.939 0.212 0.311 0.6622
C -1.905 3.856 0.131 -0.2453
C -2.276 5.280 -0.233 -1.5572
H -2.600 3.476 0.894 0.5246
H -2.024 3.212 -0.754 0.1810
H -3.350 5.308 -0.455 0.4132
H -2.119 5.990 0.583 0.2874
H -1.763 5.638 -1.130 0.2784
C 1.163 4.479 0.139 0.2140
C 0.942 5.970 0.197 -1.6508
H 1.341 4.178 -0.912 0.0540
H 2.073 4.181 0.692 0.2689
H 1.634 6.462 -0.496 0.4311
H -0.073 6.251 -0.106 0.2777
H 1.131 6.367 1.203 0.3692
C -0.316 4.124 2.545 -0.4047
C -1.177 5.357 2.808 -1.5369
H 0.721 4.325 2.853 0.4230
H -0.683 3.279 3.151 0.4318
H -1.092 5.627 3.867 0.4346
H -0.841 6.228 2.234 0.2737
H -2.237 5.184 2.600 0.3356
C 1.972 -0.144 2.133 -0.8669
C 1.495 0.940 3.101 -1.1007
H 3.028 -0.391 2.354 0.5180
H 1.373 -1.057 2.269 0.3570
H 1.748 0.613 4.125 0.4513
H 1.986 1.914 2.939 0.2665
H 0.402 1.078 3.051 0.1197
C 3.431 1.314 0.312 -0.8530
C 4.088 1.479 -1.054 -0.9277
H 4.132 0.849 1.024 0.6547
H 3.113 2.279 0.741 0.0674
H 4.923 2.186 -0.948 0.4526
H 4.500 0.523 -1.407 0.2518
H 3.412 1.873 -1.834 0.0329
C 2.782 -1.353 -0.257 -0.2315
C 2.320 -2.653 0.396 -1.2536
H 3.861 -1.202 -0.077 0.6615
H 2.638 -1.403 -1.350 -0.0298
H 2.871 -3.494 -0.050 0.3392
H 2.507 -2.668 1.480 0.4097
H 1.244 -2.819 0.217 0.1330
C -1.829 -4.144 0.764 -0.7514
N -2.400 -3.023 1.486 0.4108
C -2.081 -1.704 1.243 -0.2415
Se -0.855 -1.088 0.002 -0.3602
N -2.945 -0.989 2.039 0.1574
C -3.829 -1.831 2.725 0.2697
C -4.936 -1.586 3.532 -0.7329
C -5.665 -2.692 3.993 -0.5147
C -5.284 -4.009 3.661 -0.6433
C -4.158 -4.248 2.857 -0.7784
C -3.465 -3.124 2.391 1.1531
H -2.099 -5.063 1.295 0.2225
H -0.736 -4.044 0.723 0.1689
H -2.213 -4.206 -0.267 0.2528
H -2.940 0.023 2.069 0.0956
H -5.207 -0.563 3.778 0.4020
H -6.548 -2.555 4.621 0.3917
H -5.886 -4.842 4.037 0.3928
H -3.796 -5.242 2.593 0.3649

***

(3)
120
Properties=species:S:1:pos:R:3:mulliken_charge:R:1 method="wB97M-V/def2-TZVPD" total_energy_ev=-103182.352 multiplicity=1 max_force_ha_per_bohr=0.053 smiles="CC1(C)CCCC(C)(C)N1O.CC1(C)CCCC(C)(C)N1O.O=S1(=O)CCCC1.O=S1(=O)CCCC1.O=S1(=O)CCCC1.O=S1(=O)CCCC1" charge=0
C 0.926 -3.104 4.556 -1.6947
C -0.414 -2.295 4.478 1.7194
C -0.287 -1.147 3.443 -1.1295
C -1.535 -3.223 3.993 -1.1536
C -2.134 -4.032 5.166 -0.9541
C -2.707 -3.040 6.224 -0.9387
C -2.121 -1.586 6.182 1.4897
C -2.879 -0.625 5.238 -1.8529
C -2.163 -1.070 7.628 -1.9780
N -0.719 -1.783 5.813 0.3023
O 0.276 -0.927 6.333 -0.4108
H 0.814 -4.032 5.109 0.3894
H 1.258 -3.024 3.519 0.4483
H 1.718 -2.568 5.088 0.1683
H -0.472 -1.550 2.445 0.3380
H -0.736 -0.185 3.654 0.2596
H 0.775 -0.867 3.354 -0.3219
H -2.336 -2.651 3.533 0.4497
H -1.179 -3.987 3.301 0.6039
H -2.921 -4.706 4.834 0.4587
H -1.308 -4.623 5.568 0.2726
H -2.693 -3.419 7.245 0.3535
H -3.761 -3.045 5.923 0.3438
H -2.270 0.279 5.136 0.3699
H -3.825 -0.343 5.706 0.4738
H -3.052 -0.845 4.186 0.2739
H -1.847 -0.029 7.652 0.3820
H -1.473 -1.677 8.215 0.4784
H -3.155 -1.210 8.055 0.4421
H 0.592 -1.485 7.052 0.3551
C -2.610 3.484 -1.432 -2.1220
C -1.797 2.193 -1.623 1.8827
C -2.754 1.018 -1.784 -1.6787
C -1.135 2.567 -2.962 -1.7704
C 0.106 1.758 -3.292 -0.5018
C 1.000 1.785 -2.056 -0.9409
C 0.447 1.435 -0.653 2.1879
C 0.249 -0.095 -0.545 -0.9473
C 1.526 1.850 0.315 -1.9425
N -0.853 2.135 -0.524 0.4574
O -1.423 1.982 0.786 -0.4585
H -2.039 4.390 -1.244 0.4844
H -3.298 3.651 -2.265 0.4044
H -3.308 3.454 -0.579 0.2900
H -3.468 1.197 -2.593 0.4746
H -2.296 0.068 -2.065 0.2369
H -3.359 0.805 -0.902 0.4113
H -1.819 2.588 -3.819 0.5261
H -0.821 3.604 -3.134 0.5276
H -0.071 0.755 -3.696 0.1778
H 0.687 2.181 -4.118 0.3073
H 1.582 2.704 -1.949 0.4205
H 1.786 1.029 -2.185 -0.1517
H 0.084 -0.336 0.507 -0.0518
H 1.187 -0.555 -0.864 0.0187
H -0.600 -0.461 -1.112 0.3838
H 1.608 2.934 0.175 0.5603
H 2.426 1.289 0.082 0.1514
H 1.241 1.779 1.368 0.3579
H -0.988 2.746 1.179 0.3507
O -0.976 0.002 -6.752 -0.5708
S -0.064 0.020 -7.859 1.0856
O -0.425 0.692 -9.092 -0.6814
C 1.564 0.557 -7.239 -0.9071
C 2.246 -0.661 -6.654 0.2479
C 1.910 -1.925 -7.513 -0.8209
C 0.570 -1.684 -8.227 -0.6827
H 1.512 1.493 -6.687 0.3908
H 2.034 0.835 -8.191 0.3688
H 3.315 -0.508 -6.605 0.3190
H 1.781 -0.918 -5.704 -0.0703
H 1.758 -2.829 -6.925 0.2633
H 2.748 -2.143 -8.174 0.3059
H -0.218 -2.408 -8.025 0.4473
H 0.682 -1.759 -9.311 0.3137
O -6.203 -0.741 -3.722 -0.6263
S -7.075 -0.549 -2.571 1.1215
O -7.888 -1.599 -2.000 -0.6707
C -6.132 0.205 -1.210 -0.7557
C -6.272 1.723 -1.301 -0.1901
C -7.760 1.805 -1.695 -0.9510
C -8.102 0.945 -2.920 -0.7561
H -5.188 -0.336 -1.170 0.4173
H -6.616 -0.032 -0.258 0.3965
H -6.171 2.407 -0.465 0.3504
H -5.720 2.097 -2.168 0.1390
H -8.148 2.803 -1.917 0.4150
H -8.348 1.437 -0.848 0.3837
H -7.525 1.312 -3.770 0.3418
H -9.112 0.656 -3.177 0.4443
O 4.313 1.550 7.201 -0.6669
S 4.877 1.202 5.900 1.1259
O 6.280 0.820 5.876 -0.6697
C 3.931 -0.050 5.083 -0.4778
C 3.877 0.338 3.574 -0.1389
C 3.926 1.856 3.441 -0.4250
C 4.509 2.506 4.720 -0.7896
H 2.915 0.186 5.417 0.0719
H 4.210 -1.061 5.355 0.5633
H 4.628 -0.175 2.971 0.3108
H 2.948 -0.015 3.122 -0.1737
H 2.930 2.260 3.268 0.0865
H 4.507 2.194 2.583 0.3736
H 3.750 3.109 5.217 0.3591
H 5.399 3.123 4.624 0.4249
O 4.110 -1.657 -4.505 -0.6954
S 4.394 -0.392 -3.835 1.2811
O 3.717 0.828 -4.192 -0.6194
C 4.516 -0.666 -2.027 -0.4792
C 5.800 -1.517 -1.956 -0.7752
C 6.856 -0.808 -2.754 -0.5535
C 6.178 -0.123 -3.960 -0.9065
H 3.579 -1.013 -1.597 0.2575
H 4.616 0.372 -1.689 0.2912
H 6.131 -1.701 -0.935 0.3948
H 5.425 -2.462 -2.356 0.3287
H 7.633 -1.506 -3.068 0.3322
H 7.369 -0.036 -2.182 0.2785
H 6.570 -0.155 -4.976 0.4573
H 6.263 0.960 -3.814 0.3806